Record 1
ORCA calculation (wB97M-V/def2-TZVPD) on C47H34N6RhS as an isolated structure.

Values from the calculation:
- M: 817.80 g mol⁻¹
- E_tot: -72070.215 eV
- Total charge: +1
- <S²>: 6.135
- Strongest force on any atom: 0.32 eV Å⁻¹
- Spin multiplicity: 5
- HOMO-LUMO gap (alpha / beta): 4.880 / 4.919 eV

XYZ file:
```
89
Properties=species:S:1:pos:R:3:forces:R:3
Rh 1.149773 -0.501613 0.637497 0.28 -0.06 0.14
C -1.008390 -7.023858 4.044468 0.00 0.02 0.01
C -1.123453 -7.029002 2.662089 -0.01 -0.05 0.01
C -0.807746 -5.893922 1.931535 -0.06 0.15 -0.07
C -0.375097 -4.732393 2.574129 -0.01 -0.16 0.13
C -0.290758 -4.730614 3.970424 0.05 0.00 -0.07
C -0.594162 -5.869468 4.696879 0.00 0.00 0.01
C -0.000467 -3.514750 1.827756 0.06 0.14 -0.21
C -0.691626 -2.293714 2.189104 -0.15 -0.03 0.08
C -1.889103 -2.264785 2.884817 0.02 -0.14 0.03
C -2.206894 -0.921413 3.094004 -0.04 0.16 -0.02
C -1.183660 -0.164519 2.526773 -0.08 -0.10 0.08
N -0.266414 -1.011318 1.919624 -0.09 -0.01 0.03
C -1.053092 1.245597 2.644442 0.10 0.02 -0.12
C -0.069578 1.985139 1.994030 -0.03 -0.05 0.08
C 0.197601 3.383963 2.223401 -0.03 0.05 0.04
C 1.211465 3.738433 1.405108 0.00 0.04 0.02
C 1.561229 2.568848 0.635464 0.17 -0.03 -0.03
C 2.478921 2.515819 -0.392291 -0.13 -0.08 0.04
C 3.256492 3.724645 -0.748934 0.08 0.03 -0.01
C 4.652381 3.669404 -0.715376 -0.03 0.02 0.00
C 5.406518 4.794091 -1.008270 0.01 0.00 -0.01
C 4.779523 5.982563 -1.361160 -0.01 -0.04 0.02
C 3.394693 6.039296 -1.421495 -0.01 0.02 -0.01
C 2.636432 4.918996 -1.113828 -0.03 -0.06 -0.03
C 2.713373 1.331930 -1.175893 0.12 0.04 -0.18
N 2.366510 0.042746 -0.827895 -0.02 -0.07 -0.10
C 2.859183 -0.772931 -1.835323 0.08 0.03 -0.02
C 2.887830 -2.205525 -1.803028 -0.11 0.06 -0.05
C 3.726855 -2.897141 -2.809476 0.11 -0.02 -0.05
C 3.176502 -3.841201 -3.676493 -0.06 0.08 0.03
C 3.973736 -4.496059 -4.602862 -0.03 -0.01 -0.01
C 5.333081 -4.227982 -4.666216 0.01 0.01 0.01
C 5.892851 -3.294601 -3.803257 0.01 0.00 -0.01
C 5.095610 -2.626503 -2.888232 -0.05 -0.01 0.05
C 2.211526 -2.969106 -0.866971 0.04 0.04 0.14
C 2.392919 -4.391501 -0.679557 -0.04 -0.10 -0.04
C 1.631496 -4.755058 0.367496 0.00 -0.03 0.03
C 0.938768 -3.569637 0.822863 -0.07 -0.01 0.13
N 1.342120 -2.491012 0.072496 0.16 0.02 -0.05
C 3.429287 0.005152 -2.832295 0.05 -0.08 -0.11
C 3.350308 1.335186 -2.409151 -0.05 0.17 0.11
N 0.802619 1.500204 1.061947 0.00 -0.01 0.13
C -2.008842 1.965802 3.517037 -0.09 0.05 0.09
C -2.806784 2.987931 3.000388 0.02 -0.07 -0.04
C -3.699938 3.665710 3.815899 -0.02 0.02 -0.02
C -3.802133 3.341096 5.161188 0.03 -0.02 -0.01
C -3.009300 2.329212 5.686810 -0.02 0.00 0.01
C -2.125243 1.641566 4.870444 0.08 0.00 -0.02
H -1.249983 -7.911850 4.614767 0.00 0.02 -0.02
H -1.465761 -7.918560 2.148296 0.00 0.03 0.02
H -0.939469 -5.888387 0.856134 0.07 -0.02 0.01
H 0.035899 -3.831634 4.478358 -0.01 -0.01 0.01
H -0.509856 -5.856209 5.776142 0.00 0.00 -0.02
H -2.453988 -3.129989 3.191265 0.01 0.05 0.01
H -3.078671 -0.521680 3.584823 0.03 -0.03 0.03
H -0.328520 4.002226 2.933130 0.03 -0.02 -0.04
H 1.675364 4.706683 1.310135 -0.01 -0.04 0.01
H 5.141447 2.739236 -0.451513 -0.01 0.01 0.00
H 6.487336 4.741900 -0.968250 -0.03 0.00 0.00
H 5.369868 6.858097 -1.597169 -0.01 -0.01 0.00
H 2.901160 6.956580 -1.716770 0.01 -0.02 0.01
H 1.556162 4.958096 -1.186473 0.01 0.01 0.02
H 2.112450 -4.041108 -3.637099 0.01 -0.02 0.01
H 3.528430 -5.215194 -5.278213 0.01 0.01 0.01
H 5.954111 -4.743509 -5.387482 -0.01 0.01 0.02
H 6.954456 -3.085984 -3.842123 -0.02 -0.01 0.00
H 5.533257 -1.904870 -2.209623 0.00 0.01 -0.02
H 3.042304 -5.016609 -1.269708 0.01 0.04 0.02
H 1.544392 -5.732033 0.811150 -0.01 0.00 -0.01
H 3.849428 -0.358110 -3.756236 0.01 -0.01 0.07
H 3.693493 2.215905 -2.927146 0.03 -0.06 -0.01
H -2.739696 3.233615 1.947035 0.00 0.00 0.02
H -4.321680 4.445661 3.394595 0.01 -0.02 0.02
H -4.496991 3.873888 5.797467 0.01 -0.02 -0.01
H -3.081285 2.070511 6.736003 0.00 0.02 -0.03
H -1.501077 0.858459 5.284855 -0.03 0.00 -0.02
S 3.115839 -1.240034 2.243919 -0.21 0.05 -0.18
C 3.475035 -0.041197 3.383241 0.01 0.03 0.06
N 4.272030 -0.240174 4.440032 0.08 0.07 0.04
C 4.352635 0.930463 5.315402 -0.02 -0.04 -0.04
C 3.635830 2.008261 4.477546 -0.02 -0.05 -0.07
N 3.044413 1.217819 3.396745 -0.06 0.18 0.05
H 4.621973 -1.150242 4.681645 -0.03 -0.02 -0.04
H 5.387258 1.190792 5.528319 0.00 0.00 -0.01
H 3.839169 0.743901 6.258451 -0.02 -0.02 0.00
H 4.327793 2.748667 4.076280 0.04 -0.02 -0.02
H 2.865827 2.527847 5.042723 -0.02 0.00 0.02
H 2.538189 1.622058 2.625512 -0.05 -0.07 -0.05
```
Forces are in eV/Å.

Record 2
ORCA calculation (wB97M-V/def2-TZVPD) on C47H36AsF4GeMgNS as an isolated structure.

Values from the calculation:
- M: 894.71 g mol⁻¹
- E_tot: -195320.424 eV
- Total charge: -1
- <S²>: 0.754
- Strongest force on any atom: 0.50 eV Å⁻¹
- Spin multiplicity: 2
- Energy above the lowest of the compared OMol25 structures with the same formula, charge and spin: 1.10 kcal/mol
- HOMO-LUMO gap (alpha / beta): 6.932 / 6.243 eV

XYZ file:
```
92
Properties=species:S:1:pos:R:3:forces:R:3
Mg 0.788545 0.289794 1.967732 0.06 -0.11 0.48
F 6.115002 -1.515458 1.144713 0.01 0.00 0.00
C 5.174823 -1.023798 1.990886 0.04 -0.02 0.02
C 3.937841 -0.667374 1.499774 0.01 -0.04 -0.13
C 2.941383 -0.163542 2.333529 -0.20 0.19 0.06
C 3.252692 -0.020908 3.708704 0.14 -0.04 0.07
C 4.517183 -0.410000 4.150317 0.05 -0.01 0.00
F 4.868043 -0.343003 5.468281 -0.04 0.01 0.01
C 5.502618 -0.910972 3.324477 -0.10 0.03 -0.06
C 2.209273 0.484175 4.647846 0.01 0.04 0.04
C 2.444811 0.905655 5.962111 0.03 -0.04 -0.09
C 1.382103 1.310277 6.747024 -0.04 0.01 0.03
C 0.095462 1.291227 6.233388 0.02 -0.01 -0.04
C -0.056403 0.899745 4.916492 -0.08 0.02 0.07
N 0.963663 0.525268 4.155351 0.10 0.02 -0.16
H 3.772039 -0.813850 0.436482 -0.01 0.01 0.02
H 6.465670 -1.205919 3.712657 0.01 0.00 0.01
H 3.445013 0.918422 6.358008 -0.01 0.01 0.02
H 1.561671 1.639877 7.763424 0.01 -0.01 0.00
H -0.761826 1.588196 6.820505 0.00 0.01 0.00
H -1.027000 0.892604 4.435973 0.00 0.01 0.03
S 0.032179 -2.058734 2.441788 -0.12 0.02 -0.07
C -1.397545 -2.845750 1.803885 0.01 -0.09 0.06
C -1.795356 -4.053566 2.406545 0.08 0.01 0.06
C -2.915680 -4.740354 1.991729 -0.08 -0.05 -0.03
C -3.697496 -4.253479 0.947153 0.01 0.05 -0.03
C -3.320999 -3.071679 0.332108 0.01 -0.06 0.02
C -2.185306 -2.374244 0.743574 -0.10 0.08 -0.07
As -1.647027 -0.723967 -0.115641 0.19 0.24 -0.11
C -2.557220 -0.941393 -1.838174 -0.11 -0.04 0.09
C -3.785353 -0.372303 -2.155862 -0.02 -0.02 -0.03
C -4.334238 -0.538689 -3.422456 -0.01 0.01 0.05
C -3.661605 -1.278389 -4.383153 -0.03 0.01 -0.03
C -2.437312 -1.854369 -4.071381 0.04 -0.03 -0.04
C -1.889415 -1.684540 -2.809048 0.04 -0.03 -0.07
C -2.863369 0.543753 0.737938 0.05 -0.19 0.03
C -3.009054 1.813933 0.186572 0.04 0.05 -0.03
C -3.800958 2.760924 0.813898 0.00 0.07 0.00
C -4.433451 2.457853 2.011581 -0.01 0.03 0.02
C -4.277370 1.200681 2.573001 -0.02 -0.03 0.03
C -3.499633 0.241611 1.935983 -0.02 0.05 0.02
H -1.195741 -4.434700 3.223938 0.01 0.01 0.00
H -3.185221 -5.665294 2.489024 -0.01 0.00 -0.01
H -4.581251 -4.784594 0.616369 0.00 -0.01 0.01
H -3.916402 -2.683607 -0.486543 0.00 0.00 0.01
H -4.319363 0.210161 -1.414916 0.00 -0.02 -0.01
H -5.292091 -0.086968 -3.651592 0.00 0.00 -0.02
H -4.087724 -1.404773 -5.370923 0.00 0.00 0.00
H -1.901041 -2.431420 -4.815157 0.00 0.01 0.00
H -0.919358 -2.122914 -2.590376 -0.01 0.01 0.05
H -2.497638 2.072058 -0.736392 0.00 -0.02 0.02
H -3.904733 3.746604 0.376605 0.00 0.00 0.00
H -5.034623 3.206739 2.512161 -0.01 0.00 0.00
H -4.761790 0.961003 3.512122 0.00 0.00 0.00
H -3.383100 -0.741375 2.377233 0.01 -0.01 -0.01
C 3.229658 2.248115 -0.475510 0.04 -0.03 -0.12
Ge 1.660669 1.107588 -0.765935 -0.09 -0.01 0.07
C 0.336021 2.145658 -1.760280 0.04 0.07 -0.05
C -0.501765 1.533630 -2.689907 0.01 -0.06 -0.08
C -1.482675 2.250465 -3.361134 0.00 -0.02 -0.02
C -1.638857 3.606036 -3.111293 -0.02 0.05 -0.01
C -0.805756 4.237550 -2.195996 -0.01 0.01 0.01
C 0.171112 3.513087 -1.527813 -0.01 0.03 0.07
C 1.983177 -0.573833 -1.743988 0.12 0.00 -0.16
C 1.758859 -1.767014 -1.106247 -0.05 -0.04 0.08
C 1.925368 -3.006506 -1.765392 0.01 0.01 -0.03
C 2.317386 -3.042004 -3.070130 0.00 -0.01 0.02
C 2.572429 -1.838927 -3.774726 0.00 -0.12 -0.02
C 2.984796 -1.858835 -5.130292 0.00 0.01 0.00
C 3.227802 -0.699517 -5.807098 0.01 -0.01 0.00
C 3.066612 0.539800 -5.151782 0.00 0.01 -0.01
C 2.670031 0.584701 -3.845948 0.02 0.06 -0.06
C 2.410496 -0.599589 -3.110120 -0.06 0.08 0.04
H 3.574434 2.638675 -1.435942 0.04 0.04 0.03
H 4.028907 1.686704 0.001747 0.00 -0.03 0.00
H 2.950015 3.073714 0.177380 -0.04 -0.01 0.01
H -0.391485 0.477422 -2.900893 0.03 0.00 0.01
H -2.127085 1.740887 -4.067704 -0.01 0.00 0.00
H -2.406919 4.171263 -3.625597 0.00 -0.01 0.00
H -0.922392 5.295584 -1.993751 -0.01 0.00 0.00
H 0.794796 4.019744 -0.798732 0.02 -0.02 0.00
H 1.440497 -1.793186 -0.067888 -0.02 0.04 0.00
H 1.732462 -3.920673 -1.217957 0.00 -0.01 -0.01
H 2.447803 -3.985804 -3.588001 -0.01 0.00 0.00
H 3.103666 -2.819247 -5.619100 0.00 0.00 -0.01
H 3.543437 -0.727060 -6.842512 0.00 0.01 0.00
H 3.253569 1.461267 -5.688832 0.00 0.00 -0.01
H 2.537260 1.546692 -3.366540 0.00 -0.01 0.03
F 1.026023 3.195204 2.054689 0.00 0.00 -0.01
C -0.085815 2.348112 1.766944 0.18 -0.06 -0.05
F -1.006617 2.660757 2.784178 -0.03 0.01 -0.01
H -0.514240 2.810903 0.872835 -0.13 -0.08 0.01
```
Forces are in eV/Å.

> Which of these has the highest strongest force on any atom?

C47H36AsF4GeMgNS